Record 1
{"formula": "C23H28N3O2", "method": "the ωB97M-V functional and the def2-TZVPD basis", "lumo_energy_ev": -4.20, "homo_lumo_gap_ev": 6.350, "de_lowest_kj_mol": 349.4, "charge": 1, "symbols": ["C", "O", "C", "C", "N", "C", "N", "C", "C", "C", "C", "O", "C", "C", "C", "C", "H", "H", "H", "H", "H", "H", "H", "H", "H", "H", "H", "H", "H", "H", "C", "N", "C", "C", "C", "C", "C", "C", "C", "C", "C", "C", "H", "H", "H", "H", "H", "H", "H", "H", "H", "H", "H", "H", "H", "H"], "positions_angstrom": [[3.338555, -1.028840, 3.890203], [1.915713, -0.844909, 3.684246], [1.203121, -1.881085, 3.160171], [-0.183162, -1.685786, 3.150088], [-0.746685, -0.410930, 3.498046], [-0.368959, 0.791285, 2.915760], [-0.956709, 1.708968, 3.753772], [-0.742788, 3.125334, 3.800621], [-1.812157, 1.113890, 4.690081], [-1.674701, -0.212072, 4.532973], [-1.059577, -2.731960, 2.850016], [-2.364430, -2.370411, 2.912999], [-3.397736, -3.263839, 2.479890], [-0.549119, -3.984000, 2.450566], [0.841337, -4.137288, 2.386509], [1.729761, -3.114343, 2.735409], [3.700199, -0.098300, 4.337453], [3.544336, -1.870334, 4.567608], [3.851560, -1.210704, 2.933789], [0.070942, 3.431133, 3.140236], [-1.657907, 3.655867, 3.518229], [-0.521418, 3.444899, 4.830412], [-2.447011, 1.651898, 5.373528], [-2.143236, -1.024948, 5.077790], [-4.326517, -2.709009, 2.624384], [-3.265650, -3.521638, 1.423981], [-3.403708, -4.180349, 3.079636], [-1.243045, -4.797934, 2.214569], [1.241540, -5.098735, 2.055618], [2.808802, -3.265118, 2.659374], [5.315083, 2.415903, 1.738252], [4.183419, 2.923725, 0.970847], [4.361408, 4.201492, 0.289375], [3.094514, 2.181080, 0.798386], [1.987552, 2.571344, 0.028461], [0.743061, 1.946354, 0.116255], [-0.344110, 2.283083, -0.778924], [-1.589446, 1.595018, -0.678763], [-2.670737, 1.934213, -1.489308], [-2.547424, 2.966539, -2.444961], [-1.307698, 3.614262, -2.613815], [-0.212738, 3.261975, -1.821958], [6.061442, 3.216488, 1.790514], [4.978076, 2.136224, 2.749030], [5.744355, 1.525907, 1.245450], [5.304461, 4.624160, 0.648423], [4.431693, 4.075971, -0.803359], [3.542695, 4.897511, 0.520194], [3.037926, 1.204533, 1.291709], [2.135426, 3.383825, -0.690665], [0.569221, 1.171725, 0.882558], [-1.665931, 0.774787, 0.048925], [-3.622142, 1.403641, -1.380339], [-3.409235, 3.254881, -3.059531], [-1.203244, 4.398823, -3.374717], [0.759626, 3.729759, -2.020546]], "atomic_forces_ev_per_a": [[-0.669, -0.145, -0.257], [1.150, -0.209, -0.161], [-0.117, -0.307, 0.343], [-0.395, 0.370, 0.018], [-0.282, 0.702, -0.096], [0.245, -0.067, 1.557], [-0.550, -1.144, -0.194], [-0.233, 0.881, -0.111], [0.493, -0.413, -0.298], [0.347, -0.374, 0.101], [0.286, -0.220, -0.670], [-0.272, -0.413, -0.093], [0.467, 0.009, 0.083], [-0.161, 0.433, 0.298], [-0.231, -0.031, -0.052], [-0.222, 0.269, -0.023], [-0.157, -0.214, -0.086], [-0.140, 0.216, -0.155], [-0.102, 0.065, 0.200], [-0.117, -0.188, 0.073], [0.131, 0.014, -0.148], [0.155, -0.230, -0.332], [0.164, 0.145, -0.032], [0.227, 0.220, -0.257], [0.147, -0.185, -0.054], [-0.046, 0.041, 0.093], [-0.045, 0.131, -0.044], [0.472, 0.303, 0.031], [-0.093, 0.336, 0.130], [-0.433, -0.027, 0.149], [0.215, -0.490, 0.278], [-1.027, -0.963, -0.559], [0.075, 0.424, -0.201], [0.272, 0.500, 0.492], [-0.896, -0.042, -0.452], [1.357, 0.170, -0.678], [-0.832, 0.333, -0.983], [0.597, 0.174, 0.218], [0.075, 0.379, -0.362], [0.349, -0.313, 0.518], [0.009, -0.194, 0.128], [-0.337, -0.348, 0.431], [-0.146, -0.485, 0.168], [0.228, 0.153, -0.341], [-0.058, 0.446, 0.218], [-0.356, 0.059, -0.200], [-0.058, -0.034, 0.375], [0.204, -0.273, -0.035], [0.214, 0.436, 0.212], [-0.110, -0.251, 0.465], [0.022, 0.344, -0.206], [-0.066, 0.493, -0.232], [0.418, 0.211, -0.054], [0.433, -0.159, 0.286], [-0.014, -0.444, 0.356], [-0.585, -0.095, 0.146]], "lowdin_charge": [-0.057, -0.098, -0.220, -0.076, -0.039, 0.027, -0.173, -0.056, -0.057, -0.037, -0.218, -0.101, -0.044, -0.011, -0.071, -0.024, 0.087, 0.101, 0.085, 0.080, 0.091, 0.096, 0.120, 0.130, 0.097, 0.098, 0.097, 0.112, 0.113, 0.106, -0.013, -0.174, -0.019, -0.021, -0.054, 0.026, -0.199, -0.011, -0.060, -0.046, -0.065, -0.013, 0.093, 0.102, 0.110, 0.092, 0.113, 0.110, 0.152, 0.090, 0.066, 0.117, 0.113, 0.116, 0.114, 0.105]}

---

Record 2
{"formula": "C23H28N4O2", "method": "the ωB97M-V functional and the def2-TZVPD basis", "lumo_energy_ev": 0.51, "homo_lumo_gap_ev": 8.380, "de_lowest_kj_mol": 130.3, "smiles": "CC[C@H]1CCCCN1C[C@@H](O)Cn1c2ccccc2n2c(=O)cc(C)c(C#N)c12", "symbols": ["C", "H", "H", "H", "C", "H", "H", "C", "N", "C", "H", "C", "O", "H", "C", "N", "C", "C", "C", "N", "C", "C", "C", "O", "N", "C", "C", "C", "C", "C", "C", "H", "H", "H", "H", "H", "C", "H", "H", "H", "H", "H", "H", "H", "C", "C", "C", "C", "H", "H", "H", "H", "H", "H", "H", "H", "H"], "positions_angstrom": [[-1.656846, 3.038809, -2.868943], [-2.677910, 2.680866, -2.984753], [-1.637155, 4.094740, -3.126100], [-1.024973, 2.503220, -3.574520], [-1.173396, 2.815896, -1.441314], [-1.846547, 3.323913, -0.750240], [-1.216998, 1.748660, -1.220392], [0.276326, 3.307643, -1.232174], [0.987149, 2.672723, -0.143557], [1.720541, 1.470948, -0.384978], [2.348361, 1.630116, -1.269888], [0.965228, 0.137670, -0.635167], [1.886101, -0.867291, -0.982783], [2.607992, -0.862751, -0.339636], [0.131470, -0.286212, 0.595547], [-0.359439, -1.631958, 0.456560], [0.273534, -2.776094, 0.837043], [1.474465, -2.963728, 1.515534], [2.327035, -1.910692, 1.858324], [3.065230, -1.066399, 2.124017], [1.864006, -4.301900, 1.820394], [1.073461, -5.347577, 1.449708], [-0.158976, -5.201467, 0.741753], [-0.905685, -6.089820, 0.379916], [-0.486570, -3.850263, 0.471489], [-1.614131, -3.382727, -0.189560], [-2.683714, -4.046340, -0.762462], [-3.662779, -3.267395, -1.355260], [-3.575885, -1.879568, -1.371675], [-2.507540, -1.212059, -0.797632], [-1.521318, -1.981879, -0.204454], [-2.454005, -0.135253, -0.818850], [-4.358749, -1.306292, -1.844435], [-4.511846, -3.748285, -1.815253], [-2.735742, -5.121566, -0.739962], [1.362320, -6.360804, 1.679245], [3.152824, -4.515122, 2.547609], [3.149491, -3.974952, 3.494035], [3.315505, -5.571244, 2.742504], [3.985451, -4.131626, 1.958092], [0.745241, -0.227200, 1.495952], [-0.724938, 0.379479, 0.713372], [0.308564, 0.219621, -1.507479], [2.387259, 1.305008, 0.470170], [0.460771, 2.940075, 1.171883], [0.566394, 4.440715, 1.449745], [-0.184708, 5.218790, 0.375193], [0.333281, 4.827169, -1.006414], [-0.238994, 5.337753, -1.781508], [1.374639, 5.142319, -1.090395], [-1.253199, 5.008301, 0.453198], [-0.050822, 6.291879, 0.525492], [1.619386, 4.725033, 1.432678], [0.162935, 4.664555, 2.438573], [-0.591655, 2.628226, 1.283828], [1.053545, 2.388345, 1.904254], [0.836014, 3.075993, -2.146324]], "atomic_forces_ev_per_a": [[-0.027, -0.046, 0.222], [-0.080, 0.010, -0.098], [-0.019, 0.111, -0.095], [0.049, -0.039, -0.116], [0.232, 0.074, -0.155], [-0.046, -0.075, 0.094], [-0.035, -0.040, 0.094], [-0.044, 0.133, -0.086], [-0.051, -0.015, 0.138], [-0.108, -0.374, -0.263], [0.021, -0.103, 0.085], [-0.105, 0.377, 0.247], [0.236, -0.211, -0.032], [0.029, 0.024, -0.001], [0.378, 0.447, -0.291], [0.088, -0.608, 0.142], [0.327, 0.217, 0.262], [-0.461, -0.511, -0.144], [0.317, 0.351, 0.107], [0.181, 0.240, 0.028], [-0.309, -0.074, -0.145], [0.313, -0.096, 0.169], [0.098, -0.133, 0.084], [-0.089, 0.068, -0.067], [0.211, 0.311, 0.079], [-0.499, 0.492, -0.321], [0.057, -0.103, 0.041], [-0.050, 0.047, -0.031], [-0.055, -0.010, -0.030], [0.155, 0.061, 0.078], [-0.458, -0.625, -0.207], [0.032, 0.128, 0.006], [-0.064, 0.055, -0.038], [-0.071, -0.053, -0.039], [0.002, -0.042, 0.005], [0.007, -0.085, 0.010], [0.000, -0.084, 0.003], [0.034, 0.020, 0.037], [0.018, -0.034, 0.010], [0.057, 0.022, 0.005], [-0.175, 0.093, -0.084], [0.021, -0.025, 0.087], [-0.021, 0.065, 0.091], [0.054, -0.058, -0.048], [0.183, 0.304, 0.131], [-0.303, -0.149, 0.054], [0.228, -0.019, -0.003], [-0.155, -0.090, -0.092], [0.009, 0.069, -0.074], [0.029, 0.021, -0.077], [-0.077, 0.052, 0.032], [-0.087, 0.006, -0.008], [0.072, -0.021, 0.055], [0.018, 0.033, 0.058], [0.002, -0.041, 0.075], [-0.047, -0.061, -0.001], [-0.021, -0.003, 0.017]], "lowdin_charge": [-0.091, 0.071, 0.068, 0.076, -0.204, 0.104, 0.074, -0.310, -0.142, -0.129, 0.133, -0.329, -0.013, 0.073, -0.067, 0.058, -0.100, -0.119, -0.236, 0.183, -0.216, 0.039, -0.394, 0.074, 0.152, -0.099, 0.015, -0.077, -0.081, -0.002, -0.124, 0.096, 0.104, 0.104, 0.108, 0.120, -0.030, 0.093, 0.082, 0.095, 0.115, 0.121, 0.142, 0.124, -0.192, -0.175, -0.198, -0.143, 0.106, 0.119, 0.103, 0.110, 0.116, 0.109, 0.114, 0.123, 0.146]}

---

Record 3
{"formula": "C23H28N4O3", "method": "the ωB97M-V functional and the def2-TZVPD basis", "lumo_energy_ev": 0.65, "homo_lumo_gap_ev": 9.290, "de_lowest_kj_mol": 47.6, "smiles": "Cc1ccc(N(CC(=O)NC2CCCC2)C(=O)CCC(=O)Nc2ccccn2)cc1", "symbols": ["C", "C", "C", "C", "C", "C", "C", "H", "H", "N", "C", "O", "C", "H", "H", "C", "C", "O", "N", "C", "N", "C", "C", "C", "C", "H", "H", "H", "H", "H", "H", "H", "C", "H", "H", "C", "O", "N", "H", "C", "C", "H", "H", "C", "H", "H", "C", "H", "H", "C", "H", "H", "H", "H", "H", "H", "H", "H"], "positions_angstrom": [[6.762402, 0.600063, -2.765772], [5.554044, 0.401183, -1.904566], [5.315552, 1.222342, -0.809089], [4.191647, 1.048951, -0.023214], [3.274272, 0.052849, -0.336428], [3.508307, -0.786269, -1.417359], [4.640155, -0.606613, -2.190394], [4.817999, -1.263612, -3.028713], [2.818229, -1.586736, -1.633850], [2.135726, -0.154312, 0.491179], [1.099550, 0.693002, 0.614695], [0.178131, 0.449788, 1.391666], [1.092548, 1.927420, -0.265516], [2.106866, 2.187797, -0.560542], [0.548335, 1.661764, -1.177512], [0.416450, 3.128750, 0.414910], [-1.060064, 3.266318, 0.059474], [-1.497980, 4.250837, -0.495152], [-1.789319, 2.181159, 0.427313], [-3.145177, 1.951693, 0.259649], [-3.537826, 0.752156, 0.682381], [-4.817325, 0.437048, 0.579231], [-5.773293, 1.286682, 0.051295], [-5.358571, 2.534374, -0.395356], [-4.026214, 2.883120, -0.295122], [-3.661992, 3.839771, -0.627788], [-6.069057, 3.230403, -0.817164], [-6.806684, 0.984339, -0.009770], [-5.080569, -0.548315, 0.939639], [-1.287703, 1.421080, 0.898705], [0.906100, 4.052373, 0.105795], [0.503217, 3.035073, 1.499668], [2.095098, -1.412397, 1.227375], [3.107918, -1.813618, 1.274980], [1.719755, -1.214511, 2.234994], [1.191023, -2.438554, 0.519875], [1.641453, -3.260475, -0.253985], [-0.105281, -2.316798, 0.830184], [-0.402007, -1.553774, 1.425629], [-1.126483, -3.186302, 0.290755], [-1.562248, -4.254978, 1.310570], [-1.471155, -3.845620, 2.318524], [-0.950475, -5.152593, 1.246252], [-3.029511, -4.499159, 0.982033], [-3.564833, -4.989092, 1.794007], [-3.113921, -5.117772, 0.087401], [-3.545934, -3.091090, 0.699499], [-4.483300, -3.093411, 0.145524], [-3.703782, -2.566783, 1.642585], [-2.411765, -2.422124, -0.085977], [-2.334175, -1.364151, 0.164607], [-2.592154, -2.499496, -1.157716], [-0.682303, -3.668997, -0.584592], [4.026505, 1.678460, 0.839426], [6.022526, 2.000095, -0.559637], [7.538453, 1.141376, -2.230593], [6.495394, 1.176726, -3.651819], [7.161095, -0.355716, -3.097828]], "atomic_forces_ev_per_a": [[-0.027, 0.034, -0.062], [-0.020, -0.032, 0.044], [-0.018, -0.023, -0.044], [-0.071, -0.182, -0.004], [0.370, 0.214, -0.267], [-0.094, 0.094, 0.068], [0.057, 0.092, 0.072], [0.023, -0.084, -0.094], [-0.101, -0.094, -0.002], [0.153, -0.309, 0.101], [0.110, 0.314, -0.299], [-0.117, 0.056, 0.241], [-0.012, 0.122, 0.179], [-0.173, -0.022, -0.049], [0.087, -0.048, -0.030], [-0.032, 0.052, -0.101], [0.441, -0.015, 0.208], [-0.122, 0.250, -0.160], [0.101, -0.353, 0.208], [-0.488, 0.099, -0.163], [0.415, 0.071, 0.113], [-0.264, 0.026, -0.054], [-0.053, 0.049, -0.039], [0.075, -0.230, 0.109], [0.020, 0.113, -0.042], [0.031, 0.016, -0.002], [-0.032, 0.055, -0.028], [-0.079, -0.056, 0.006], [-0.109, -0.090, 0.009], [-0.059, 0.211, -0.094], [-0.125, -0.062, 0.024], [0.026, 0.038, -0.004], [-0.198, -0.292, 0.173], [-0.170, 0.023, -0.016], [0.091, -0.028, -0.080], [0.207, 0.435, 0.488], [0.256, -0.335, -0.305], [-0.337, 0.030, 0.074], [0.217, -0.016, -0.091], [0.081, -0.265, -0.049], [-0.073, -0.110, -0.229], [0.019, 0.021, 0.055], [0.091, -0.019, 0.073], [0.014, 0.046, 0.173], [-0.046, -0.097, -0.027], [-0.041, -0.071, -0.049], [-0.045, -0.078, -0.162], [-0.095, 0.061, 0.051], [-0.062, 0.042, 0.077], [-0.040, 0.078, 0.029], [0.016, 0.007, -0.104], [0.013, 0.046, -0.045], [-0.094, 0.070, 0.136], [-0.039, 0.046, 0.090], [0.085, 0.074, 0.019], [0.087, 0.020, -0.011], [0.066, 0.032, -0.072], [0.081, -0.031, -0.040]], "lowdin_charge": [-0.050, -0.277, -0.035, -0.021, -0.236, 0.015, -0.024, 0.117, 0.112, 0.016, -0.407, 0.022, -0.063, 0.102, 0.146, -0.076, -0.466, 0.069, 0.156, -0.276, 0.116, -0.146, -0.075, -0.066, 0.005, 0.097, 0.107, 0.097, 0.095, 0.107, 0.121, 0.128, -0.022, 0.141, 0.131, -0.466, 0.051, 0.108, 0.126, -0.287, -0.138, 0.117, 0.113, -0.197, 0.106, 0.113, -0.204, 0.104, 0.106, -0.127, 0.079, 0.114, 0.145, 0.124, 0.113, 0.076, 0.086, 0.080]}

---

Which formula does entry 1 have? C23H28N3O2